# 1
Density functional theory data (ωB97M-V/def2-TZVPD) for C19H21Cl2NO2S in the gas phase in a non-equilibrium geometry.

## Properties
DFT total energy: -61507.204 eV
total charge: 0
structure (SMILES): O=S(=O)(c1ccc(Cl)cc1)[C@H](Cl)[C@@H](c1ccccc1)N1CCCCC1

Each line ends with the Löwdin charge.
Element x y z (Å)
Cl 7.195 -4.180 -0.027  0.695
C 5.724 -3.358 -0.355  -0.676
C 5.632 -1.982 -0.110  -0.085
C 4.429 -1.313 -0.370  -0.061
C 3.339 -2.022 -0.846  -0.254
S 1.774 -1.063 -1.207  0.762
C 0.126 -0.592 0.070  -0.597
Cl -0.948 -1.934 -0.083  0.743
O 2.226 0.302 -1.465  -0.365
O 1.245 -1.818 -2.338  -0.381
C 3.424 -3.382 -1.120  -0.049
C 4.626 -4.061 -0.866  -0.083
H 6.487 -1.442 0.282  0.108
H 4.350 -0.245 -0.198  0.113
H 0.735 -0.629 0.988  0.082
H 2.572 -3.922 -1.525  0.118
H 4.714 -5.126 -1.055  0.108
C -2.572 1.682 3.670  -0.208
C -1.355 2.456 3.185  -0.181
C -0.537 1.668 2.161  -0.189
N -1.335 1.159 1.061  -0.134
C -0.544 0.744 -0.120  -0.324
C -1.377 0.895 -1.406  -0.175
C -2.590 1.590 -1.390  -0.044
C -3.368 1.694 -2.553  -0.076
C -2.895 1.146 -3.753  -0.093
C -1.659 0.490 -3.786  -0.061
C -0.910 0.377 -2.610  -0.043
C -2.499 0.376 1.459  -0.218
C -3.367 1.112 2.495  -0.176
H -2.254 0.862 4.325  0.113
H -3.218 2.333 4.263  0.107
H -1.677 3.398 2.728  0.117
H -0.705 2.714 4.022  0.109
H 0.223 2.329 1.721  0.126
H 0.000 0.838 2.663  0.122
H 0.273 1.471 -0.183  0.144
H -2.910 2.069 -0.465  0.105
H -4.310 2.245 -2.519  0.101
H -3.494 1.225 -4.661  0.099
H -1.254 0.088 -4.717  0.109
H 0.060 -0.106 -2.659  0.063
H -3.130 0.161 0.581  0.111
H -2.206 -0.611 1.872  0.093
H -4.150 0.432 2.858  0.113
H -3.890 1.930 1.982  0.110

# 2
Density functional theory data (ωB97M-V/def2-TZVPD) for C19H21ClFNO3S in the gas phase.

## Properties
DFT total energy: -53751.704 eV
total charge: 0
structure (SMILES): COc1ccc(CCNC(=O)CSCc2c(F)cccc2Cl)cc1OC

Each line ends with the Löwdin charge.
Element x y z (Å)
C -5.333 -3.084 0.227  -0.085
H -5.685 -3.153 -0.808  0.096
O -5.267 -1.750 0.663  -0.066
C -4.431 -0.898 0.009  -0.202
C -3.629 -1.232 -1.067  -0.009
C -2.811 -0.280 -1.662  -0.060
C -2.780 1.019 -1.192  -0.250
C -3.585 1.361 -0.107  0.028
C -4.410 0.430 0.495  -0.190
O -5.234 0.678 1.550  -0.062
C -5.276 1.981 2.074  -0.084
H -5.998 1.946 2.889  0.095
H -5.611 2.707 1.326  0.097
H -4.302 2.290 2.469  0.096
H -3.556 2.377 0.255  0.112
C -1.840 2.034 -1.780  -0.126
H -1.627 1.791 -2.822  0.120
H -2.279 3.031 -1.738  0.117
C -0.521 2.047 -0.993  -0.182
N 0.115 0.755 -1.044  0.037
C 1.329 0.539 -1.569  -0.592
O 2.077 1.408 -1.969  0.047
C 1.721 -0.931 -1.648  -0.367
H 1.266 -1.370 -2.538  0.086
H 2.805 -1.018 -1.735  0.083
S 1.123 -1.961 -0.278  0.884
C 1.901 -1.163 1.197  -0.396
C 3.206 -0.523 0.882  -0.258
C 4.318 -1.298 0.558  -0.247
C 5.538 -0.757 0.202  -0.002
C 5.668 0.620 0.165  -0.064
C 4.599 1.429 0.502  -0.099
C 3.386 0.860 0.858  -0.595
Cl 2.098 1.912 1.307  0.777
H 4.694 2.503 0.483  0.107
H 6.607 1.065 -0.122  0.109
H 6.358 -1.413 -0.043  0.119
F 4.196 -2.639 0.596  0.069
H 1.192 -0.439 1.595  0.044
H 2.024 -1.988 1.899  0.082
H -0.446 -0.041 -0.767  0.086
H 0.182 2.766 -1.420  0.121
H -0.718 2.313 0.051  0.112
H -2.204 -0.566 -2.509  0.115
H -3.628 -2.237 -1.458  0.105
H -4.364 -3.586 0.315  0.097
H -6.052 -3.572 0.884  0.094

# 3
Density functional theory data (ωB97M-V/def2-TZVPD) for a molecular structure, C19H21ClIN3O4Sr.

## Properties
DFT total energy: -54167.076 eV
total charge: 0

Each line ends with the Löwdin charge.
Element x y z (Å)
Sr 0.686 -0.145 -0.183  1.637
Cl 2.043 4.304 -6.152  0.673
C 1.342 3.442 -4.812  -0.622
C 0.014 3.593 -4.535  -0.183
C -0.575 2.911 -3.460  -0.654
I -2.604 3.178 -3.082  0.886
C 0.138 2.056 -2.626  -0.487
O -0.379 1.421 -1.637  -0.331
C 1.547 1.905 -2.936  -0.153
N 2.263 1.075 -2.136  0.034
C 3.544 0.907 -2.368  -0.145
C 4.227 1.546 -3.415  -0.049
C 3.528 2.386 -4.237  -0.023
C 2.150 2.592 -4.018  -0.175
H -0.592 4.245 -5.148  0.090
H 4.068 0.234 -1.698  0.089
H 5.284 1.367 -3.555  0.104
H 4.014 2.898 -5.055  0.088
C -2.600 0.171 2.887  -0.009
C -2.063 -0.799 1.843  -0.519
C -3.108 -1.826 1.437  -0.013
O -1.637 -0.062 0.679  -0.172
C -0.807 -1.514 2.432  -0.634
O -1.009 -2.290 3.357  0.036
O 0.323 -1.223 1.915  -0.235
H -3.552 0.599 2.565  0.088
H -1.888 0.981 3.052  0.095
H -2.755 -0.357 3.826  0.095
H -4.050 -1.339 1.177  0.087
H -3.279 -2.512 2.264  0.092
H -2.762 -2.399 0.575  0.092
H -2.352 0.467 0.306  0.113
N 3.003 -1.371 0.326  0.075
C 3.381 -2.006 1.220  -0.270
N 3.703 -2.714 2.264  -0.075
C 2.936 -2.466 3.516  -0.114
C 3.121 -3.656 4.444  -0.180
C 2.871 -4.958 3.688  -0.177
C 3.864 -5.145 2.519  -0.161
C 4.616 -3.854 2.203  -0.143
H 1.884 -2.347 3.248  0.099
H 3.284 -1.538 3.972  0.128
H 2.419 -3.551 5.271  0.120
H 4.124 -3.652 4.882  0.112
H 1.849 -4.937 3.305  0.116
H 2.931 -5.805 4.372  0.107
H 3.327 -5.469 1.626  0.109
H 4.596 -5.923 2.746  0.109
H 5.056 -3.883 1.207  0.126
H 5.429 -3.685 2.912  0.122

# 4
Density functional theory data (ωB97M-V/def2-TZVPD) for C19H21ClN4O5 in the gas phase in a non-equilibrium geometry.

## Properties
DFT total energy: -48761.529 eV
total charge: 0
structure (SMILES): CCCC(=O)N1CCN(c2ccc(NC(=O)c3ccc([N+](=O)[O-])o3)cc2Cl)CC1

Each line ends with the Löwdin charge.
Element x y z (Å)
C -1.963 -3.577 5.927  -0.098
C -2.456 -2.483 4.989  -0.246
C -1.293 -1.670 4.410  -0.116
C -0.327 -2.524 3.611  -0.464
O 0.780 -2.798 4.035  0.053
N -0.753 -3.012 2.416  -0.047
C -1.967 -2.663 1.712  -0.141
H -2.365 -1.726 2.098  0.081
C -1.641 -2.505 0.214  -0.164
N -0.299 -2.003 0.068  -0.108
C 0.040 -0.866 -0.620  -0.238
C 1.217 -0.825 -1.385  -0.001
C 1.607 0.287 -2.098  0.000
C 0.820 1.435 -2.082  -0.217
C -0.333 1.441 -1.300  -0.055
C -0.703 0.327 -0.576  -0.550
Cl -2.090 0.515 0.454  0.744
H -0.940 2.333 -1.237  0.110
N 1.132 2.591 -2.798  0.148
C 2.176 2.804 -3.640  -0.396
O 3.050 2.009 -3.922  0.094
C 2.160 4.165 -4.226  -0.145
C 3.051 4.737 -5.110  0.042
C 2.583 6.035 -5.360  0.061
C 1.437 6.163 -4.609  -0.197
N 0.542 7.249 -4.467  -0.350
O -0.411 7.097 -3.731  0.111
O 0.800 8.254 -5.098  0.100
O 1.180 5.035 -3.923  0.129
H 3.008 6.785 -5.995  0.126
H 3.921 4.261 -5.512  0.126
H 0.483 3.358 -2.673  0.148
H 2.512 0.268 -2.680  0.103
H 1.834 -1.706 -1.436  0.107
C 0.708 -2.966 0.456  -0.128
H 0.983 -3.636 -0.374  0.125
C 0.160 -3.806 1.624  -0.113
H 0.976 -4.125 2.272  0.123
H -0.372 -4.689 1.257  0.126
H 1.597 -2.422 0.781  0.132
H -1.706 -3.480 -0.290  0.125
H -2.358 -1.841 -0.263  0.086
H -2.726 -3.447 1.841  0.125
H -1.670 -0.847 3.800  0.105
H -0.715 -1.244 5.232  0.123
H -3.040 -2.931 4.183  0.092
H -3.114 -1.804 5.536  0.109
H -2.802 -4.142 6.329  0.070
H -1.408 -3.146 6.756  0.078
H -1.303 -4.263 5.401  0.073

no.,LUMO energy (eV),Kohn-Sham gap (Eh),molecular weight (g/mol)
1,-0.7,0.2941,398.4
2,0.6,0.3189,397.9
3,0.0,0.2646,605.4
4,-1.1,0.2463,420.9